No. 1
77
Properties=species:S:1:pos:R:3:mulliken_charge:R:1 method="wB97M-V/def2-TZVPD" total_energy_ev=-140486.3989 homo_lumo_gap_ev=7.80 charge=+1 largest_force_ev_per_a=1.11 e_above_lowest_kcal_mol=6.1 lumo_energy_ev=-2.42
La 0.061 -0.334 -0.016 1.22
Cl -2.749 -0.422 1.055 -0.07
C -3.453 -1.719 0.072 -0.52
Cl -2.275 -2.157 -1.174 -0.03
H -4.361 -1.359 -0.396 0.40
H -3.639 -2.579 0.705 0.40
C 0.561 0.275 2.340 -1.36
Si 0.990 2.082 2.443 -0.41
C -0.357 3.006 1.426 -1.07
N -0.536 2.490 0.040 0.96
C -1.905 2.725 -0.464 -0.74
C -2.230 4.192 -0.739 -0.69
C -1.238 4.764 -1.748 -0.85
C 0.184 4.566 -1.229 -0.76
C 0.429 3.091 -0.907 -0.40
C 0.959 2.813 4.177 0.76
C 2.096 3.346 4.787 -0.10
C 2.051 3.819 6.091 -0.74
C 0.865 3.769 6.807 -0.46
C -0.276 3.243 6.218 -0.72
C -0.225 2.769 4.917 -0.61
C 2.702 2.397 1.705 0.78
C 3.121 3.691 1.383 0.09
C 4.402 3.937 0.916 -0.80
C 5.304 2.889 0.779 -0.58
C 4.920 1.600 1.120 -0.46
C 3.630 1.361 1.582 -0.89
H -0.331 0.098 2.961 0.53
H 1.364 -0.335 2.775 0.47
H -0.193 4.089 1.444 0.21
H -1.298 2.844 1.962 0.76
H -2.612 2.321 0.262 0.48
H -2.015 2.160 -1.398 0.16
H -2.181 4.760 0.194 0.28
H -3.252 4.270 -1.114 0.43
H -1.439 5.820 -1.935 0.41
H -1.350 4.234 -2.701 0.26
H 0.342 5.184 -0.342 0.23
H 0.916 4.886 -1.974 0.48
H 1.430 2.966 -0.500 -0.12
H 0.365 2.525 -1.845 0.44
H 3.028 3.387 4.235 0.26
H 2.944 4.225 6.549 0.39
H 0.829 4.138 7.824 0.39
H -1.203 3.198 6.776 0.39
H -1.122 2.349 4.470 0.25
H 2.431 4.522 1.500 0.50
H 4.708 4.946 0.669 0.44
H 6.312 3.079 0.433 0.40
H 5.630 0.786 1.041 0.44
H 3.346 0.353 1.871 0.30
C -0.196 -0.411 -5.949 -0.92
N -1.216 -0.305 -4.907 0.05
C -2.619 -0.216 -5.309 -0.89
C -0.874 -0.059 -3.674 -0.14
N -0.577 0.137 -2.569 0.29
H -0.500 -1.178 -6.660 0.32
H 0.755 -0.701 -5.507 0.32
H -0.071 0.535 -6.480 0.33
H -2.820 -0.987 -6.052 0.32
H -2.847 0.760 -5.742 0.33
H -3.261 -0.384 -4.448 0.30
N 2.512 0.193 -1.391 -0.65
H 3.117 -0.620 -1.299 0.30
H 3.006 0.962 -0.945 0.12
H 2.465 0.405 -2.382 0.24
Br 1.555 -7.339 0.144 -0.18
C 1.203 -5.468 0.118 0.11
C 0.986 -4.829 -1.091 -0.73
C 0.727 -3.465 -1.093 0.07
C 0.671 -2.693 0.079 -0.31
C 0.906 -3.394 1.273 -0.25
C 1.168 -4.760 1.305 -0.66
H 1.023 -5.389 -2.017 0.41
H 0.561 -3.001 -2.068 0.31
H 0.897 -2.871 2.226 0.34
H 1.347 -5.264 2.246 0.43

No. 2
69
Properties=species:S:1:pos:R:3:mulliken_spin:R:1 method="wB97M-V/def2-TZVPD" multiplicity=2 total_energy_ev=-112000.1344 homo_lumo_gap_ev="5.25 / 5.24" s2=0.75 charge=-1 largest_force_ev_per_a=1.84 e_above_lowest_kcal_mol=33.5 lumo_energy_ev="1.63 / 1.63"
Ti 0.266 -0.176 -0.749 0.93
C -2.207 0.394 -3.307 0.00
C -2.249 1.115 -1.993 -0.01
C -3.501 1.247 -1.336 0.00
C -3.531 1.750 -0.076 0.00
C -2.361 2.316 0.496 0.00
C -2.361 2.910 1.770 0.00
C -1.224 3.573 2.176 0.00
C -0.134 3.729 1.322 0.00
C -0.080 3.184 0.029 0.01
S 1.132 3.598 -1.102 0.01
C -1.195 2.335 -0.308 0.00
N -1.136 1.584 -1.465 0.02
H -2.457 -0.661 -3.177 0.00
H -1.228 0.478 -3.765 0.00
H -2.959 0.834 -3.967 0.00
H -4.390 0.861 -1.818 0.00
H -4.451 1.770 0.499 0.00
H -3.251 2.867 2.385 0.00
H -1.192 4.038 3.155 0.00
H 0.692 4.360 1.628 0.00
C 2.635 -3.249 -1.045 0.00
P 0.951 -2.729 -0.598 -0.02
C -0.052 -3.697 -1.776 0.00
C 0.625 -3.588 0.980 0.00
H 2.672 -4.331 -1.194 0.00
H 3.332 -2.952 -0.263 0.00
H 2.912 -2.740 -1.968 0.00
H 0.089 -4.767 -1.604 0.00
H 0.266 -3.440 -2.786 0.00
H -1.108 -3.444 -1.679 0.00
H 0.937 -4.633 0.928 0.00
H -0.443 -3.553 1.199 0.00
H 1.174 -3.082 1.775 0.00
C 4.720 -0.252 -3.082 0.00
C 4.281 0.636 -1.944 0.00
O 4.239 -0.174 -0.738 0.00
P 3.334 0.350 0.459 0.00
O 1.925 0.595 -0.108 0.00
Te 3.495 -1.041 2.340 0.00
O 3.969 1.784 0.715 0.00
C 3.353 2.659 1.681 0.00
C 3.948 4.034 1.503 0.00
H 4.771 0.332 -4.002 0.00
H 3.996 -1.052 -3.232 0.00
H 5.701 -0.684 -2.884 0.00
H 3.291 1.058 -2.131 0.00
H 4.985 1.452 -1.768 0.00
H 3.549 2.250 2.677 0.00
H 2.277 2.677 1.497 0.00
H 5.032 4.002 1.617 0.00
H 3.538 4.711 2.255 0.00
H 3.687 4.418 0.518 0.00
O -0.399 -0.338 1.224 -0.01
C -1.472 -0.891 0.912 0.01
N -1.675 -1.236 -0.368 0.04
C -2.943 -1.791 -0.484 0.00
O -3.458 -2.219 -1.489 0.00
C -3.566 -1.778 0.897 0.00
C -4.804 -2.187 1.339 0.00
C -5.086 -2.013 2.694 0.00
C -4.155 -1.450 3.559 0.00
C -2.904 -1.038 3.103 0.01
C -2.641 -1.222 1.765 0.00
H -5.524 -2.618 0.656 0.00
H -6.049 -2.319 3.083 0.00
H -4.411 -1.325 4.604 0.00
H -2.174 -0.588 3.762 0.00
Cl 1.000 -0.643 -3.000 0.01

No. 3
50
Properties=species:S:1:pos:R:3:nbo_charge:R:1 method="wB97M-V/def2-TZVPD" total_energy_ev=-36237.1902 homo_lumo_gap_ev=8.49 charge=0 largest_force_ev_per_a=2.76 e_above_lowest_kcal_mol=20.6 lumo_energy_ev=0.57 smiles="C[C@@H]1CNCCN1c1cc(=O)n(C)c(CCc2ccccc2C(F)(F)F)n1"
C -2.639 2.653 1.627 -0.61
C -2.736 1.163 1.411 -0.05
C -4.195 0.714 1.405 -0.22
N -4.794 0.688 2.756 -0.64
C -4.011 -0.091 3.709 -0.22
C -2.571 0.421 3.826 -0.21
N -1.966 0.510 2.484 -0.44
C -0.731 -0.092 2.194 0.41
C 0.176 -0.310 3.152 -0.42
C 1.444 -0.936 2.800 0.63
O 2.266 -1.097 3.707 -0.65
N 1.697 -1.178 1.456 -0.42
C 3.075 -1.586 1.049 -0.42
C 0.705 -0.946 0.516 0.50
C 0.885 -1.122 -0.967 -0.44
C 1.420 0.148 -1.622 -0.42
C 1.739 -0.006 -3.101 -0.01
C 0.688 0.258 -3.969 -0.21
C 0.838 0.228 -5.348 -0.18
C 2.075 -0.129 -5.889 -0.22
C 3.157 -0.364 -5.013 -0.19
C 3.031 -0.345 -3.629 -0.09
C 4.248 -0.630 -2.738 0.98
F 5.275 -1.196 -3.515 -0.34
F 4.753 0.523 -2.178 -0.32
F 3.923 -1.531 -1.829 -0.31
N -0.462 -0.495 0.870 -0.54
H -2.911 2.900 2.658 0.21
H -1.613 2.973 1.403 0.21
H -3.364 3.185 1.024 0.20
H -2.317 0.926 0.434 0.24
H -4.246 -0.301 0.987 0.17
H -4.719 1.420 0.751 0.20
H -5.775 0.391 2.773 0.37
H -4.490 -0.062 4.697 0.20
H -4.050 -1.149 3.412 0.16
H -2.026 -0.209 4.499 0.22
H -2.625 1.412 4.294 0.19
H 0.092 -0.013 4.199 0.23
H 3.570 -0.736 0.604 0.20
H 3.061 -2.415 0.366 0.21
H 3.660 -1.882 1.948 0.26
H 1.579 -1.922 -1.255 0.22
H -0.077 -1.366 -1.427 0.24
H 0.684 0.954 -1.466 0.23
H 2.324 0.477 -1.072 0.21
H -0.329 0.502 -3.612 0.22
H -0.038 0.535 -5.939 0.22
H 2.185 -0.250 -6.965 0.22
H 4.135 -0.623 -5.479 0.23